[1]
# C56H47AuClN5OP2

A structure of composition C56H47AuClN5OP2 (wB97M-V/def2-TZVPD, the OMol25 dataset).

The geometry in XYZ format:
```
113
C56H47AuClN5OP2 (wB97M-V/def2-TZVPD)
Au 0.873 -1.502 1.031
Cl 1.841 -1.064 4.961
P -0.073 1.850 0.948
P 2.396 -0.347 -0.557
O 0.378 -2.092 -2.335
N -1.440 -0.304 -0.495
N -1.966 1.445 -4.237
N 2.616 2.362 0.337
N 0.209 1.309 -0.559
N -1.070 -1.701 -4.007
C 1.752 -2.831 2.460
C -1.297 3.900 -0.469
C 1.316 0.898 -4.505
C -2.386 3.318 1.600
C 2.808 5.606 -2.356
C 4.662 -1.705 0.514
C 5.420 -3.849 -0.272
C 3.349 1.127 0.133
C 1.154 0.808 -3.010
C 2.054 5.684 -1.197
C -1.436 0.165 5.016
C -3.662 -0.284 -1.594
C 3.704 -1.641 -0.496
C -3.798 1.114 -1.601
C -4.647 -1.036 -2.266
C 4.453 -3.812 -1.269
C -1.993 -4.418 0.475
C 2.356 0.140 -2.330
C -5.816 0.970 -2.904
C -2.810 -2.251 -0.227
C -3.355 4.975 0.152
C 3.398 3.339 -1.763
C -3.399 4.223 1.315
C -5.702 -0.416 -2.908
C 1.975 4.613 -0.320
C 0.927 -3.236 3.609
C -0.581 -4.106 5.845
C -1.443 -0.044 2.619
C 3.619 0.223 -4.427
C 0.140 -4.398 3.570
C -0.298 -1.312 -2.973
C -4.024 -2.534 0.415
C 0.899 -2.527 4.815
C -1.260 0.912 -3.505
C 2.653 3.413 -0.575
C 0.175 -2.948 5.919
C -4.212 -3.733 1.081
C 5.517 -2.795 0.621
C -0.614 0.449 -1.164
C -1.321 3.157 0.715
C -0.201 1.727 3.669
C -0.282 0.217 -2.667
C -2.584 -0.947 -0.876
C 3.601 -2.726 -1.374
C -2.302 4.812 -0.740
C -0.601 1.060 2.509
C -4.858 1.728 -2.243
C -0.619 1.282 4.913
C -0.600 -4.826 4.656
C 1.678 2.367 1.422
C 3.504 -0.061 -3.066
C -1.846 -0.495 3.868
C -1.794 -3.209 -0.177
C -3.199 -4.685 1.106
C 2.479 0.661 -5.141
C 3.473 4.419 -2.628
H 6.085 -4.700 -0.186
H 3.749 0.801 1.094
H -5.148 -3.928 1.590
H 1.987 1.595 2.129
H 2.040 -3.691 1.851
H 1.506 6.590 -0.963
H 4.187 1.305 -0.533
H -1.755 -0.186 5.989
H -4.229 4.333 2.002
H 0.454 1.229 -5.069
H 4.755 -0.912 1.245
H -4.935 2.808 -2.230
H -0.493 3.754 -1.176
H -2.488 -1.365 3.928
H -1.203 -5.159 0.487
H -2.430 2.728 2.505
H 4.360 -4.638 -1.963
H 4.061 4.319 -3.533
H -1.794 -0.550 1.734
H -2.268 5.390 -1.656
H 6.255 -2.820 1.413
H 1.092 1.837 -2.621
H 2.878 6.447 -3.032
H -1.106 -2.679 -4.238
H 2.545 0.809 -6.213
H -4.144 5.684 -0.065
H 4.376 -0.448 -2.555
H 1.370 4.738 0.565
H -4.563 -2.115 -2.290
H -1.139 -4.448 6.707
H 2.835 -2.719 -2.139
H -0.850 -3.013 -0.675
H -6.637 1.455 -3.417
H -1.652 -1.057 -4.514
H -0.300 1.808 5.803
H -3.351 -5.628 1.617
H -4.810 -1.789 0.409
H 1.672 3.318 1.952
H 0.425 2.610 3.616
H 2.647 -2.295 2.771
H 0.220 -2.378 6.839
H -1.186 -5.735 4.584
H 4.563 0.082 -4.935
H 0.135 -4.970 2.648
H -3.073 1.722 -1.077
H -6.445 -1.017 -3.419
H 3.916 2.433 -2.038
```

Output
Orbital gap (alpha / beta): 6.2 / 5.8 eV
E_HOMO (alpha / beta): -5.87 / -6.64 eV
Total energy: -103123.5900 eV
2S+1: 3

Mulliken atomic charge list, values in e, 99 entries: atom 1 (Au): 1.410, atom 2 (Cl): -0.207, atom 3 (P): 2.552, atom 4 (P): 1.162, atom 5 (O): -0.432, atom 6 (N): 1.360, atom 7 (N): -0.730, atom 8 (N): 0.304, atom 9 (N): 0.161, atom 10 (N): -0.135, atom 11 (C): -2.009, atom 12 (C): -0.271, atom 13 (C): -0.644, atom 14 (C): -0.664, atom 15 (C): -0.679, atom 16 (C): -0.627, atom 17 (C): -0.611, atom 18 (C): -1.557, atom 19 (C): 0.331, atom 20 (C): -0.638, atom 21 (C): -0.732, atom 22 (C): 0.231, atom 23 (C): 0.574, atom 24 (C): 0.099, atom 25 (C): -0.369, atom 26 (C): -0.808, atom 27 (C): -1.140, atom 28 (C): 0.009, atom 29 (C): -0.727, atom 30 (C): -0.059, atom 31 (C): -0.730, atom 32 (C): -0.665, atom 33 (C): -0.833, atom 34 (C): -0.761, atom 35 (C): -0.717, atom 36 (C): 0.445, atom 37 (C): -0.499, atom 38 (C): -0.011, atom 39 (C): -1.132, atom 40 (C): -0.297, atom 41 (C): -0.558, atom 42 (C): -0.482, atom 43 (C): 0.547, atom 44 (C): -0.810, atom 45 (C): 2.020, atom 46 (C): -0.669, atom 47 (C): -0.932, atom 48 (C): -0.739, atom 49 (C): -1.793, atom 50 (C): 0.269, atom 51 (C): -0.779, atom 52 (C): 2.579, atom 53 (C): -0.429, atom 54 (C): -0.338, atom 55 (C): -1.064, atom 56 (C): 0.677, atom 57 (C): -0.517, atom 58 (C): -0.999, atom 59 (C): -0.767, atom 60 (C): -2.492, atom 61 (C): -0.314, atom 62 (C): -0.344, atom 63 (C): 0.022, atom 64 (C): -0.487, atom 65 (C): -0.778, atom 66 (C): -0.773, atom 67 (H): 0.391, atom 68 (H): 0.659, atom 69 (H): 0.407, atom 70 (H): 0.567, atom 71 (H): 0.599, atom 72 (H): 0.425, atom 73 (H): 0.587, atom 74 (H): 0.392, atom 75 (H): 0.465, atom 76 (H): 0.374, atom 77 (H): 0.281, atom 78 (H): 0.426, atom 79 (H): 0.376, atom 80 (H): 0.480, atom 81 (H): 0.454, atom 82 (H): 0.471, atom 83 (H): 0.433, atom 84 (H): 0.420, atom 85 (H): 0.372, atom 86 (H): 0.476, atom 87 (H): 0.440, atom 88 (H): 0.089, atom 89 (H): 0.402, atom 90 (H): 0.316, atom 91 (H): 0.468, atom 92 (H): 0.400, atom 93 (H): 0.510, atom 94 (H): 0.274, atom 95 (H): 0.506, atom 96 (H): 0.395, atom 97 (H): 0.361, atom 98 (H): 0.635, atom 99 (H): 0.398

[2]
# C4H9NO2

The molecule C4H9NO2 in a non-equilibrium geometry (wB97M-V/def2-TZVPD, the OMol25 dataset).

The geometry in XYZ format:
```
16
C4H9NO2 (wB97M-V/def2-TZVPD)
O 2.032 -0.660 1.424
O 1.660 1.065 -1.361
N -0.345 -0.439 0.871
C 0.563 0.972 -0.866
C 0.751 0.000 1.671
C -1.679 -0.185 -1.214
C -0.237 -0.317 -0.534
H -1.583 -0.347 -2.339
H -2.693 -0.659 -0.808
H 0.322 -1.041 -1.080
H -0.676 -1.382 1.146
H 0.452 -0.333 2.706
H 2.389 -0.547 0.479
H -1.859 0.909 -1.045
H 0.927 1.084 1.669
H -0.022 1.882 -0.719
```

Output
Structure (SMILES): C[C@@H](C=O)NCO
Orbital gap: 10.3 eV
E_HOMO: -9.61 eV
Energy relative to the best compared isomer or geometry (same formula, charge and spin): 62.12 kcal per mole
Total energy: -9877.3669 eV

Listed below, in e, are the Mulliken charges computed for each atom: atom 1 (O): -0.566, atom 2 (O): -0.461, atom 3 (N): -0.325, atom 4 (C): -0.306, atom 5 (C): -0.337, atom 6 (C): -1.014, atom 7 (C): 0.315, atom 8 (H): 0.273, atom 9 (H): 0.306, atom 10 (H): 0.237, atom 11 (H): 0.271, atom 12 (H): 0.296, atom 13 (H): 0.338, atom 14 (H): 0.285, atom 15 (H): 0.319, atom 16 (H): 0.370

[3]
# H14O7

A cluster of 7 separate species, H14O7 in total (wB97M-V/def2-TZVPD, the OMol25 dataset).

The geometry in XYZ format:
```
21
H14O7 (wB97M-V/def2-TZVPD)
O 0.207 -0.296 0.447
O 2.406 1.294 -2.903
O 3.799 -1.988 -2.655
O 0.143 3.583 0.217
O -2.029 -3.241 2.864
O -1.657 0.353 5.395
O -2.006 -0.515 -3.467
H -2.489 -2.965 2.071
H -1.580 0.003 -2.784
H 2.138 2.101 -2.461
H 2.915 -2.331 -2.524
H -2.646 -3.822 3.309
H 0.445 -0.413 1.366
H -2.527 0.449 5.783
H 3.673 -1.050 -2.799
H -1.790 -0.235 4.652
H -2.036 0.068 -4.226
H 0.965 0.138 0.056
H 0.508 4.159 0.888
H 2.230 1.458 -3.829
H -0.669 3.251 0.601
```

Output
Structure (SMILES): O.O.O.O.O.O.O
Orbital gap: 11.4 eV
E_HOMO: -11.12 eV
Energy relative to the best compared isomer or geometry (same formula, charge and spin): 47.50 kcal per mole
Total energy: -14559.4015 eV

Listed below, in e, are the Mulliken charges computed for each atom: atom 1 (O): -0.632, atom 2 (O): -0.613, atom 3 (O): -0.647, atom 4 (O): -0.628, atom 5 (O): -0.636, atom 6 (O): -0.639, atom 7 (O): -0.629, atom 8 (H): 0.323, atom 9 (H): 0.310, atom 10 (H): 0.314, atom 11 (H): 0.321, atom 12 (H): 0.315, atom 13 (H): 0.313, atom 14 (H): 0.318, atom 15 (H): 0.318, atom 16 (H): 0.320, atom 17 (H): 0.318, atom 18 (H): 0.313, atom 19 (H): 0.314, atom 20 (H): 0.307, atom 21 (H): 0.321